The following is a DFT calculation (ωB97M-V/def2-TZVPD) of a molecular structure, C26H42F7GeInN3O6Sb.

The geometry in XYZ format:
```
87
Properties=species:S:1:pos:R:3:lowdin_spin:R:1
In -0.087 0.195 0.261 0.07
C -0.640 2.645 3.118 0.00
O -1.244 1.572 2.410 0.01
C -2.633 1.746 2.257 0.00
C -3.173 0.529 1.546 0.01
O -2.585 0.312 0.265 0.00
C -3.082 1.076 -0.820 0.00
C -2.243 2.331 -1.050 0.00
O -0.919 2.147 -0.525 0.00
C -0.025 3.155 -1.012 0.00
H -1.086 2.738 4.113 0.00
H 0.418 2.422 3.197 0.00
H -0.780 3.588 2.575 0.00
H -3.124 1.823 3.236 0.00
H -2.844 2.675 1.711 0.00
H -2.931 -0.362 2.121 0.01
H -4.259 0.593 1.437 0.00
H -3.022 0.421 -1.684 0.00
H -4.128 1.348 -0.657 0.00
H -2.178 2.537 -2.120 0.00
H -2.659 3.208 -0.547 0.00
H 0.175 2.991 -2.072 0.00
H -0.482 4.133 -0.855 0.00
H 0.890 3.077 -0.431 0.00
C 7.646 1.267 -1.347 0.00
C 6.881 0.018 -0.946 0.00
N 5.429 0.180 -1.102 0.00
C 4.699 0.524 -0.026 0.00
C 3.345 0.697 -0.009 0.00
C 2.706 1.106 1.309 0.00
O 3.418 1.231 2.289 0.00
O 1.442 1.340 1.250 0.00
C 2.619 0.485 -1.213 0.00
O 1.372 0.498 -1.340 0.00
C 3.415 0.204 -2.402 0.00
C 2.757 0.050 -3.624 0.00
C 3.472 -0.299 -4.727 0.00
F 2.835 -0.416 -5.917 0.00
C 4.853 -0.533 -4.687 0.00
C 5.511 -0.343 -3.485 0.00
C 4.803 0.029 -2.332 0.00
N 5.574 -0.976 -5.818 0.00
C 6.644 -0.175 -6.357 0.00
C 6.200 0.576 -7.609 0.00
N 5.696 -0.432 -8.611 0.00
C 4.552 -1.249 -8.058 0.00
C 5.022 -1.913 -6.770 0.00
H 8.716 1.106 -1.221 0.00
H 7.353 2.113 -0.726 0.00
H 7.459 1.533 -2.389 0.00
H 7.054 -0.229 0.099 0.00
H 7.192 -0.854 -1.520 0.00
H 5.237 0.651 0.906 0.00
H 1.686 0.182 -3.678 0.00
H 6.571 -0.547 -3.444 0.00
H 7.502 -0.814 -6.607 0.00
H 6.988 0.548 -5.621 0.00
H 7.007 1.134 -8.080 0.00
H 5.363 1.241 -7.398 0.00
H 6.464 -1.060 -8.860 0.00
H 5.411 0.034 -9.471 0.00
H 4.267 -1.971 -8.821 0.00
H 3.738 -0.552 -7.880 0.00
H 5.802 -2.646 -7.018 0.00
H 4.197 -2.469 -6.331 0.00
C -2.916 -3.135 1.498 0.02
Ge -0.975 -3.181 1.747 0.07
C -0.592 -3.768 3.577 0.00
C -0.160 -4.458 0.522 0.02
C -0.239 -1.379 1.631 0.74
H -3.313 -4.151 1.517 0.00
H -3.167 -2.685 0.540 0.00
H -3.401 -2.577 2.300 0.00
H -0.997 -4.761 3.772 0.00
H -1.029 -3.074 4.297 0.00
H 0.485 -3.800 3.746 0.00
H -0.489 -5.458 0.808 0.00
H 0.927 -4.422 0.586 0.00
H -0.452 -4.284 -0.509 0.00
H 0.229 -1.009 2.544 0.05
F -0.947 -0.112 -2.375 0.00
Sb -0.865 -1.989 -2.849 0.00
F 0.570 -2.081 -1.601 0.00
F 0.374 -1.582 -4.219 0.00
F -0.790 -3.830 -3.178 0.00
F -2.291 -1.734 -4.040 0.00
F -2.041 -2.198 -1.372 0.00
```

Calculated values
Energy relative to the best compared isomer or geometry (same formula, charge and spin) = 0.248 eV
Gap between HOMO and LUMO (spin up / spin down) = 0.237 / 0.274 Ha
LUMO level (spin up / spin down) = -0.1174 / -0.1174 Ha
Spin multiplicity = 2
E_HOMO (spin up / spin down) = -9.639 / -10.646 eV
Charge = +1
Total energy = -131645.147 eV